{"formula": "C56H116O15", "method": "ωB97M-V/def2-TZVPD", "de_lowest_kj_mol": 0.0, "orbital_gap_ev": 9.8, "e_tot_ev": -90654.8995, "mol_weight_g_mol": 1029.529, "charge": 0, "e_homo_ev": -9.3544, "elements": ["O", "O", "O", "O", "O", "O", "O", "O", "O", "O", "O", "O", "O", "O", "O", "C", "C", "C", "C", "C", "C", "C", "C", "C", "C", "C", "C", "C", "C", "C", "C", "C", "C", "C", "C", "C", "C", "C", "C", "C", "C", "C", "C", "C", "C", "C", "C", "C", "C", "C", "C", "C", "C", "C", "C", "C", "C", "C", "C", "C", "C", "C", "C", "C", "C", "C", "C", "C", "C", "C", "C", "H", "H", "H", "H", "H", "H", "H", "H", "H", "H", "H", "H", "H", "H", "H", "H", "H", "H", "H", "H", "H", "H", "H", "H", "H", "H", "H", "H", "H", "H", "H", "H", "H", "H", "H", "H", "H", "H", "H", "H", "H", "H", "H", "H", "H", "H", "H", "H", "H", "H", "H", "H", "H", "H", "H", "H", "H", "H", "H", "H", "H", "H", "H", "H", "H", "H", "H", "H", "H", "H", "H", "H", "H", "H", "H", "H", "H", "H", "H", "H", "H", "H", "H", "H", "H", "H", "H", "H", "H", "H", "H", "H", "H", "H", "H", "H", "H", "H", "H", "H", "H", "H", "H", "H", "H", "H", "H", "H", "H", "H", "H", "H", "H", "H", "H", "H"], "coordinates": [[-6.37520, -1.61272, 6.16610], [2.96145, -1.97648, -2.69198], [-3.73856, 1.43410, 3.47803], [-6.92993, -0.07454, -0.29886], [2.86902, 1.83637, 4.82645], [-0.74118, 0.99468, -5.94558], [6.84863, 0.54949, 1.90157], [-8.04691, 2.37253, 0.49686], [-0.51512, -3.65081, -2.42031], [1.56818, -5.46331, 1.06302], [-0.96578, 0.08349, -1.25880], [2.57073, 4.67568, 2.09769], [6.50701, 2.21428, -5.48857], [-1.76008, -2.15455, 4.31789], [-0.66588, 4.64478, -1.55162], [-4.86953, -1.34263, -0.59267], [-3.02170, -3.53325, 2.90165], [-1.60870, -3.24348, 3.38453], [0.42744, -0.21355, -1.26574], [-7.31209, -0.92187, 5.38518], [8.78607, 1.37197, 0.91407], [2.67393, -0.36020, 3.95411], [-3.80194, -2.29423, 3.34867], [-2.22213, 3.82877, -3.10512], [2.61498, 2.70848, 0.84348], [4.24394, 2.67467, -5.49099], [4.56350, 2.37330, -4.07281], [-6.84926, 3.10000, 0.16557], [3.56751, 3.70751, 0.17308], [4.18922, 1.57755, 4.35687], [-3.05877, -2.02941, 4.65542], [-3.35498, 3.74797, 3.01347], [0.62369, -0.65493, 0.15747], [-1.31907, 0.69703, 0.00858], [3.98173, -1.47209, -3.58235], [2.95239, -3.86421, 2.11255], [8.01132, 0.58331, -0.05676], [8.21595, 0.89786, 2.26372], [1.66003, -3.95150, 2.87876], [-4.37268, 2.74162, 3.57002], [2.48932, -4.40180, 0.74247], [3.96854, -3.76632, -3.80424], [-2.32546, 1.65880, 3.65061], [-7.05179, 3.66242, -1.22964], [6.07235, 2.08074, -4.08036], [-1.33651, 0.15948, -4.95757], [-2.12636, -4.68904, -1.06934], [0.64349, 0.72187, -6.14910], [-2.04939, 3.05464, 3.06593], [2.74236, -3.33124, -3.04446], [3.74087, 4.77152, 1.29638], [-5.81387, -0.30446, -1.18924], [-1.43449, -5.75409, -1.91362], [5.42376, 2.04083, -6.30641], [-0.72822, 3.95726, -2.79194], [-1.96924, 4.92447, -0.94070], [6.60321, 0.51975, 0.52318], [4.38024, -2.54866, -4.58956], [-6.70243, 0.06506, 4.34924], [-5.88203, -2.10154, 0.23363], [1.74138, 3.55536, 1.69786], [0.87977, -5.21225, 2.34168], [-2.82341, 3.84055, -1.64718], [-1.16008, -3.52511, -1.24074], [-0.30622, 0.17229, 1.01905], [2.01649, 0.69835, 4.77213], [-0.50285, -1.13279, -5.13122], [0.80061, -0.64945, -5.62943], [-6.78975, -1.01206, 0.72370], [-0.85334, -4.94095, -3.05978], [4.12565, 0.03420, 4.11247], [3.34989, -2.85209, 2.18814], [-7.45883, 0.57679, 3.75418], [-1.07401, -2.82863, 2.53006], [1.18674, -1.30209, -6.41242], [-3.42321, -2.70342, 5.43065], [-1.85378, 0.80328, 3.16718], [-0.59661, -6.17799, -1.36011], [5.45772, -2.53901, -4.75398], [-2.34525, 5.93770, -1.08240], [0.21885, 1.00078, 1.49445], [-0.17797, -4.98022, 2.21740], [4.60109, 4.44327, 1.87980], [0.26882, -1.66627, 0.35586], [-5.39849, 0.64104, -1.53794], [-1.70078, -2.57867, -1.23908], [1.10026, -6.04880, 3.00476], [2.28923, -0.24072, 2.94128], [2.00339, -3.60086, 0.18525], [3.83763, -4.64491, -4.43595], [3.18473, 2.00476, 1.45033], [-1.17478, 3.55453, 3.48218], [1.23108, 2.99020, 2.47779], [4.63458, -0.41477, 4.96541], [-6.22040, 0.83025, 4.95771], [-2.28587, 0.41775, 0.42739], [1.88948, -3.93621, 3.94423], [-3.86821, 4.14798, -1.60266], [3.34705, 2.20561, -5.89554], [-3.66179, -1.45951, 2.66187], [4.01083, 1.51711, -3.68603], [-1.84409, 4.78309, 0.13283], [4.12167, 3.75439, -5.57683], [1.08559, 1.05985, 4.33527], [6.01408, 1.41425, 0.32097], [-5.89036, -0.28955, 3.71451], [5.63858, 2.59205, -7.22189], [4.53821, 3.34546, -0.16567], [0.95327, 3.92561, 1.04220], [-3.35446, 4.67957, 3.57935], [2.48937, -1.37241, 4.31394], [-2.26756, -4.87577, -0.00478], [-0.96467, -1.78549, -5.87203], [3.34743, -4.78240, 0.18850], [-0.35070, -1.70958, -4.21893], [-0.79395, -0.52573, 1.69949], [-7.93480, -0.29435, 6.02278], [4.66649, -0.26319, 3.21406], [-6.05724, -2.36515, 5.66177], [8.23406, 0.95296, -1.05769], [4.32306, 2.03196, 3.37519], [-2.09825, -6.57984, -2.16986], [4.80690, -1.27154, -2.89899], [-3.99632, -1.05093, -0.00913], [-6.70794, 3.92338, 0.86570], [-6.36617, -2.85665, -0.38566], [-4.84499, -2.49675, 3.59183], [-4.56298, 2.89589, 4.63213], [-5.94003, 2.50429, 0.24639], [-3.39098, -4.41674, 3.42239], [-6.95783, 2.90751, -2.01027], [-5.40188, 2.76161, 3.21164], [1.85735, -3.33058, -3.68073], [-7.74970, -1.50710, 0.87043], [1.13235, 0.57790, -1.52034], [9.84373, 1.10843, 0.91280], [-5.47812, -2.66769, 1.07294], [5.02275, 1.78147, 5.02898], [-0.02666, -5.48016, -3.52231], [4.51802, 3.20492, -3.36964], [-4.39662, -2.02462, -1.29930], [-6.35207, -0.41869, 1.52647], [-6.24666, 4.36938, -1.42984], [-1.60552, -4.75158, -3.82559], [-6.22205, -0.82484, -2.05567], [6.02637, -0.31184, 0.11844], [-7.93137, 4.29749, -1.33513], [-3.11039, -4.64233, -1.53582], [-3.24429, -3.70019, 1.84776], [1.13326, -3.02891, 2.63496], [0.89737, 0.84260, -7.20223], [-2.07138, 1.69860, 4.70984], [-1.25359, 1.78037, -0.09234], [-1.04330, -4.05578, 3.84124], [0.72042, -1.01270, -1.94664], [-2.53930, 4.59901, -3.80814], [8.26704, 1.67785, 3.02339], [8.81184, 0.07251, 2.65337], [6.62478, 2.87964, -3.58572], [1.66895, -0.47624, 0.40968], [-7.78896, 1.46835, 0.30317], [1.13472, 1.42428, -5.47574], [-3.31961, -1.02926, 5.00147], [-1.14644, 0.56674, -3.96454], [3.85109, 5.62736, 0.63043], [8.56921, 2.42615, 0.74157], [8.38967, -0.43890, -0.05088], [-0.10215, 4.48415, -3.51202], [4.72188, -3.98455, -3.04730], [2.92139, 4.04033, -0.63924], [-2.34835, 2.87655, -3.62034], [3.57186, -4.65358, 2.53828], [-0.25257, 3.02275, -2.49436], [-2.42273, 0.08269, -5.00573], [-0.46352, -3.60903, -0.40655], [6.28783, 1.08180, -3.70116], [2.07304, 2.10689, 0.11376], [-3.65688, 3.97956, 1.99203], [-1.69636, 3.02134, 2.03521], [3.63377, -0.60290, -4.14050], [-7.87741, -1.73922, 4.93747], [2.67803, -3.96730, -2.16163], [5.47743, 0.97066, -6.50624], [1.57889, -0.78420, -4.87829], [3.97072, -2.44888, -5.59476], [-2.82222, 2.86131, -1.16844], [1.83900, 0.31873, 5.77835]], "forces_ev_per_angstrom": [[1.0, 0.2, 0.8], [0.4, 0.2, -0.5], [-0.2, 0.9, -0.5], [0.9, 0.2, -1.5], [0.4, 1.0, 0.5], [-1.7, 1.0, -1.1], [0.0, -0.8, 2.3], [1.0, 0.3, 0.5], [1.5, -1.5, -3.3], [-0.4, 0.1, 0.2], [-0.9, 0.5, -0.5], [-0.5, 0.1, 0.5], [1.7, 0.5, 2.7], [2.7, -0.5, 0.0], [-0.1, 2.1, 1.5], [0.6, -0.5, 0.4], [-1.2, -0.6, 0.1], [-0.2, 1.3, -0.8], [-0.3, -0.9, 0.9], [0.0, 0.0, -1.5], [0.5, 0.2, 1.7], [0.1, 0.3, 0.0], [0.2, -0.7, 1.1], [0.6, -1.0, 0.6], [1.5, -1.5, -0.1], [-0.5, -0.7, -1.8], [1.0, -0.6, 1.4], [-1.3, 0.5, -0.4], [-1.2, -0.5, 0.8], [-1.2, -2.5, -1.3], [-2.9, 1.2, -0.2], [-1.9, 0.8, 0.2], [1.1, -0.1, 0.6], [0.8, -0.1, -0.1], [0.1, 0.3, 0.1], [-0.7, -1.5, -0.3], [0.2, -1.2, -1.3], [-0.4, 0.5, -1.5], [-0.9, 0.3, 0.2], [0.4, -0.6, 1.4], [0.1, 0.4, 1.1], [0.2, -0.7, -0.3], [-0.8, 0.3, -0.1], [1.3, 0.7, -0.2], [0.4, 0.4, -1.7], [1.9, -0.5, 0.4], [-0.2, -0.6, -0.4], [-1.2, 1.0, 1.3], [1.9, -1.0, -1.4], [-0.2, -0.3, -0.5], [-0.6, -2.1, -1.8], [0.0, 0.0, -1.3], [0.6, -0.5, 0.9], [-0.3, 1.0, 0.1], [-0.3, 0.1, 1.2], [1.0, -2.1, -1.1], [0.8, 1.5, -0.9], [0.7, 0.1, 0.4], [0.3, 0.0, 1.0], [0.7, -0.7, 0.6], [-0.1, 0.9, -1.1], [2.6, 1.6, -0.4], [-0.8, 1.4, -0.6], [-1.9, 0.2, 1.7], [0.2, 0.4, -0.3], [-0.6, 0.5, 0.8], [-1.7, -0.6, 0.6], [2.6, -2.0, -0.5], [-0.6, -0.8, 0.5], [-0.8, 0.4, 0.7], [1.5, 0.1, -0.6], [0.3, -0.3, -0.3], [-0.1, -0.2, -0.1], [0.6, -0.1, 0.1], [-0.2, -0.2, -0.3], [0.2, -0.5, 0.2], [0.3, 0.3, 0.1], [0.1, -0.1, 0.1], [0.1, 0.1, 0.1], [0.2, 0.1, -0.5], [-0.2, -0.2, 0.4], [0.1, -0.4, -0.2], [0.2, 0.8, 0.1], [0.8, -0.3, -0.6], [0.1, 0.0, 0.3], [0.2, 0.3, 0.3], [-0.5, -0.2, -0.2], [0.4, -0.3, -0.3], [-0.2, 0.0, -0.3], [-0.2, -0.1, 0.2], [0.1, -0.2, 0.2], [-0.5, 0.2, 0.9], [0.6, 0.4, 0.7], [-0.3, -0.5, 0.0], [0.1, 0.2, 0.0], [-0.5, 0.0, -1.0], [-0.5, -0.2, 0.1], [-0.2, 0.0, -0.4], [-0.4, 0.2, 0.5], [-0.2, 0.1, 0.0], [0.0, 0.1, 0.1], [0.0, -0.2, 0.0], [0.4, 0.0, -0.7], [-0.2, -0.2, 0.2], [-0.1, 0.3, -0.5], [-0.3, -0.5, 0.0], [-0.2, -0.1, -0.2], [-0.2, -0.2, -0.2], [-0.3, 0.4, 0.0], [-0.2, 0.0, 0.0], [-0.2, 0.1, -0.1], [0.0, -0.5, -0.1], [-0.2, 0.0, 0.0], [-0.3, -0.3, -0.2], [-0.4, 0.0, 0.1], [0.1, 0.5, 0.5], [-0.1, -0.4, 0.2], [0.4, 0.1, 0.1], [0.0, 0.1, 0.0], [-0.8, 0.0, -0.2], [0.2, 0.6, 0.2], [0.0, 0.1, -0.3], [0.3, 0.6, -0.4], [-0.3, 0.8, 0.3], [-0.3, 0.1, 0.2], [-0.5, 0.2, -0.1], [-0.2, 0.1, -0.6], [0.4, 0.3, 0.4], [0.0, -0.4, -0.1], [-0.3, 0.0, 0.1], [-0.5, -0.1, 0.1], [0.3, -0.3, -1.0], [-0.3, -0.6, 0.2], [-0.3, 0.7, 0.9], [-0.4, 0.9, 0.0], [0.1, 0.6, -0.4], [0.3, 0.1, 0.1], [-0.4, 0.5, 0.2], [0.4, 0.6, 0.1], [-1.0, 0.1, -0.2], [-0.3, 0.3, -0.6], [-0.3, -0.8, 0.8], [0.4, 0.1, -0.1], [0.0, 0.1, -0.1], [-0.2, 0.3, -0.4], [0.1, -0.4, 0.7], [-0.3, -0.6, 0.2], [-0.2, 1.0, 0.1], [0.9, -0.1, -0.2], [-0.5, 0.0, 0.2], [-0.1, 0.2, 0.2], [0.0, -0.3, 0.2], [-0.1, 0.1, 0.0], [-0.3, 0.0, 0.0], [-0.7, -0.1, -0.3], [-0.3, 0.2, 0.5], [-0.6, 0.1, 0.0], [-0.4, -0.5, -0.1], [0.1, -0.5, 0.4], [0.1, -0.6, 0.4], [-0.3, -0.5, -0.1], [0.7, 0.3, -0.4], [0.5, 0.2, 0.1], [0.2, 0.2, 0.3], [0.0, 1.1, 1.3], [0.4, 0.2, 0.2], [0.1, -0.2, 0.0], [-0.2, 0.0, -0.2], [0.3, -0.1, -0.1], [0.7, 0.8, -0.4], [-0.4, -0.1, 0.1], [0.8, 0.4, 0.0], [-0.1, -0.6, -0.9], [0.1, 0.0, -0.8], [0.3, 0.3, 0.2], [0.3, 0.0, 0.0], [-0.2, 0.1, 0.0], [0.2, 0.2, -0.1], [0.0, -0.7, -0.3], [0.0, 0.3, 0.5], [-0.8, 0.6, -0.5], [-0.7, 0.3, 0.1], [-1.5, -0.3, -0.4], [0.0, 0.6, 0.3], [-0.6, 0.0, 0.2], [0.6, 0.0, -0.1], [-0.2, 0.2, 0.3]]}